Molecular formula: C51H128N8O17
Method: DFT, ωB97M-V with the def2-TZVPD basis set

F_max = 3.1 eV Å⁻¹
SMILES = COCCNCCOC.COCCNCCOC.COCCNCCOC.COCCNCCOC.COCCNCCOC.COCCNCCOC.COCCNCCOC.COCCNCCOC.CC(C)O
frontier orbital gap = 8.6 eV
energy relative to the best compared isomer or geometry (same formula, charge and spin) = 239.06 kJ/mol
charge = 0

Last columns: bonded neighbours and bond lengths (Å).
CARTESIAN COORDINATES (ANGSTROEM)
1 C 1.378 5.640 5.347  O2 1.374, H10 1.090, H11 1.090, H12 1.090
2 O 2.442 5.066 4.693  C1 1.374, C3 1.409
3 C 2.610 5.474 3.356  O2 1.409, C4 1.484, H13 1.090, H14 1.090
4 C 3.970 5.078 2.910  C3 1.484, N5 1.478, H15 1.090, H16 1.090
5 N 4.136 3.613 2.809  C4 1.478, C6 1.409, H17 1.010
6 C 5.359 3.257 2.205  N5 1.409, C7 1.561, H18 1.090, H19 1.090
7 C 5.387 1.707 2.017  C6 1.561, O8 1.427, H20 1.090, H21 1.090
8 O 5.097 0.950 3.191  C7 1.427, C9 1.484
9 C 6.155 1.007 4.230  O8 1.484, H22 1.090, H23 1.090, H24 1.090
10 H 1.329 5.332 6.391  C1 1.090
11 H 0.469 5.333 4.830  C1 1.090
12 H 1.321 6.724 5.251  C1 1.090
13 H 2.565 6.557 3.245  C3 1.090
14 H 1.798 5.102 2.731  C3 1.090
15 H 4.697 5.523 3.589  C4 1.090
16 H 4.118 5.595 1.962  C4 1.090
17 H 4.110 3.239 3.746  N5 1.010
18 H 6.030 3.502 3.028  C6 1.090
19 H 5.565 3.767 1.264  C6 1.090
20 H 6.358 1.403 1.627  C7 1.090
21 H 4.718 1.498 1.183  C7 1.090
22 H 7.056 0.539 3.833  C9 1.090
23 H 5.825 0.501 5.138  C9 1.090
24 H 6.349 2.059 4.436  C9 1.090
25 C -2.406 10.701 2.033  O26 1.474, H34 1.090, H35 1.090, H36 1.090
26 O -1.847 9.483 1.419  C25 1.474, C27 1.438
27 C -0.873 8.891 2.295  O26 1.438, C28 1.548, H37 1.090, H38 1.090
28 C -0.624 7.424 1.871  C27 1.548, N29 1.514, H39 1.090, H40 1.090
29 N 0.062 7.385 0.522  C28 1.514, C30 1.485, H41 1.010
30 C 0.442 6.020 0.077  N29 1.485, C31 1.567, H42 1.090, H43 1.090
31 C -0.754 5.050 -0.213  C30 1.567, O32 1.421, H44 1.090, H45 1.090
32 O -1.595 5.674 -1.173  C31 1.421, C33 1.439
33 C -2.891 5.050 -1.234  O32 1.439, H46 1.090, H47 1.090, H48 1.090
34 H -2.668 10.391 3.044  C25 1.090
35 H -3.364 11.001 1.606  C25 1.090
36 H -1.697 11.522 2.135  C25 1.090
37 H -1.181 8.971 3.338  C27 1.090
38 H 0.118 9.338 2.205  C27 1.090
39 H -1.594 6.939 1.764  C28 1.090
40 H -0.072 6.840 2.608  C28 1.090
41 H -0.542 7.786 -0.181  N29 1.010
42 H 1.189 5.580 0.738  C30 1.090
43 H 1.062 6.155 -0.809  C30 1.090
44 H -1.279 4.772 0.701  C31 1.090
45 H -0.311 4.178 -0.695  C31 1.090
46 H -3.548 5.367 -2.044  C33 1.090
47 H -3.404 5.292 -0.304  C33 1.090
48 H -2.832 3.966 -1.329  C33 1.090
49 C 3.131 -2.745 -9.321  O50 1.406, H58 1.090, H59 1.090, H60 1.090
50 O 1.775 -3.051 -9.115  C49 1.406, C51 1.451
51 C 1.339 -4.435 -9.083  O50 1.451, C52 1.545, H61 1.090, H62 1.090
52 C 1.812 -5.208 -7.832  C51 1.545, N53 1.458, H63 1.090, H64 1.090
53 N 1.434 -4.473 -6.630  C52 1.458, C54 1.459, H65 1.010
54 C 2.060 -4.942 -5.399  N53 1.459, C55 1.524, H66 1.090, H67 1.090
55 C 1.511 -4.227 -4.171  C54 1.524, O56 1.444, H68 1.090, H69 1.090
56 O 2.305 -3.035 -3.981  C55 1.444, C57 1.437
57 C 1.678 -2.109 -3.079  O56 1.437, H70 1.090, H71 1.090, H72 1.090
58 H 3.467 -3.108 -10.292  C49 1.090
59 H 3.760 -3.130 -8.518  C49 1.090
60 H 3.170 -1.657 -9.367  C49 1.090
61 H 1.511 -4.936 -10.036  C51 1.090
62 H 0.250 -4.459 -9.041  C51 1.090
63 H 2.891 -5.233 -7.980  C52 1.090
64 H 1.362 -6.200 -7.868  C52 1.090
65 H 1.712 -3.521 -6.821  N53 1.010
66 H 3.144 -4.858 -5.472  C54 1.090
67 H 1.813 -6.002 -5.331  C54 1.090
68 H 1.571 -4.850 -3.279  C55 1.090
69 H 0.454 -3.986 -4.286  C55 1.090
70 H 0.719 -1.763 -3.466  C57 1.090
71 H 2.364 -1.296 -2.841  C57 1.090
72 H 1.502 -2.527 -2.088  C57 1.090
73 C -1.435 -3.573 2.380  O74 1.429, H82 1.090, H83 1.090, H84 1.090
74 O -2.025 -4.004 3.608  C73 1.429, C75 1.443
75 C -3.457 -3.881 3.477  O74 1.443, C76 1.508, H85 1.090, H86 1.090
76 C -4.226 -4.460 4.638  C75 1.508, N77 1.471, H87 1.090, H88 1.090
77 N -4.149 -3.736 5.916  C76 1.471, C78 1.459, H89 1.010
78 C -2.834 -3.616 6.538  N77 1.459, C79 1.575, H90 1.090, H91 1.090
79 C -2.111 -4.981 6.847  C78 1.575, O80 1.415, H92 1.090, H93 1.090
80 O -2.899 -5.629 7.827  C79 1.415, C81 1.455
81 C -2.236 -6.779 8.424  O80 1.455, H94 1.090, H95 1.090, H96 1.090
82 H -0.385 -3.862 2.336  C73 1.090
83 H -1.470 -2.484 2.336  C73 1.090
84 H -1.963 -3.919 1.491  C73 1.090
85 H -3.732 -4.443 2.585  C75 1.090
86 H -3.733 -2.860 3.213  C75 1.090
87 H -3.887 -5.491 4.744  C76 1.090
88 H -5.292 -4.603 4.456  C76 1.090
89 H -4.498 -4.427 6.565  N77 1.010
90 H -2.891 -3.044 7.464  C78 1.090
91 H -2.179 -3.077 5.853  C78 1.090
92 H -1.072 -4.932 7.171  C79 1.090
93 H -2.022 -5.646 5.987  C79 1.090
94 H -2.973 -7.559 8.613  C81 1.090
95 H -1.688 -6.557 9.340  C81 1.090
96 H -1.535 -7.359 7.824  C81 1.090
97 C 1.492 2.367 1.016  O98 1.385, H106 1.090, H107 1.090, H108 1.090
98 O 0.290 1.713 0.796  C97 1.385, C99 1.441
99 C 0.416 0.644 -0.161  O98 1.441, C100 1.575, H109 1.090, H110 1.090
100 C -1.031 0.274 -0.664  C99 1.575, N101 1.465, H111 1.090, H112 1.090
101 N -1.187 -0.924 -1.491  C100 1.465, C102 1.471, H113 1.010
102 C -1.198 -2.169 -0.708  N101 1.471, C103 1.586, H114 1.090, H115 1.090
103 C -1.542 -3.426 -1.611  C102 1.586, O104 1.480, H116 1.090, H117 1.090
104 O -2.969 -3.733 -1.853  C103 1.480, C105 1.430
105 C -3.721 -4.221 -0.738  O104 1.430, H118 1.090, H119 1.090, H120 1.090
106 H 2.339 1.695 1.152  C97 1.090
107 H 1.370 2.949 1.930  C97 1.090
108 H 1.754 2.943 0.129  C97 1.090
109 H 0.919 -0.205 0.301  C99 1.090
110 H 0.979 0.882 -1.064  C99 1.090
111 H -1.397 1.070 -1.312  C100 1.090
112 H -1.733 0.210 0.168  C100 1.090
113 H -1.918 -0.840 -2.183  N101 1.010
114 H -2.024 -2.006 -0.015  C102 1.090
115 H -0.223 -2.257 -0.228  C102 1.090
116 H -0.928 -4.203 -1.154  C103 1.090
117 H -1.092 -3.204 -2.579  C103 1.090
118 H -4.679 -4.568 -1.124  C105 1.090
119 H -3.988 -3.435 -0.031  C105 1.090
120 H -3.406 -5.127 -0.221  C105 1.090
121 C -2.948 -0.758 -4.407  O122 1.447, H130 1.090, H131 1.090, H132 1.090
122 O -3.298 -0.431 -3.042  C121 1.447, C123 1.420
123 C -4.672 -0.599 -2.723  O122 1.420, C124 1.502, H133 1.090, H134 1.090
124 C -4.844 -0.704 -1.235  C123 1.502, N125 1.476, H135 1.090, H136 1.090
125 N -4.623 0.580 -0.543  C124 1.476, C126 1.482, H137 1.010
126 C -4.803 0.500 0.925  N125 1.482, C127 1.575, H138 1.090, H139 1.090
127 C -4.294 1.796 1.660  C126 1.575, O128 1.400, H140 1.090, H141 1.090
128 O -2.900 1.771 1.789  C127 1.400, C129 1.402
129 C -2.345 2.823 2.532  O128 1.402, H142 1.090, H143 1.090, H144 1.090
130 H -1.896 -0.476 -4.452  C121 1.090
131 H -3.517 -0.205 -5.154  C121 1.090
132 H -3.201 -1.784 -4.677  C121 1.090
133 H -5.111 -1.513 -3.121  C123 1.090
134 H -5.264 0.217 -3.138  C123 1.090
135 H -4.124 -1.395 -0.796  C124 1.090
136 H -5.874 -1.012 -1.051  C124 1.090
137 H -3.637 0.781 -0.636  N125 1.010
138 H -4.090 -0.270 1.222  C126 1.090
139 H -5.781 0.174 1.281  C126 1.090
140 H -4.714 1.927 2.658  C127 1.090
141 H -4.619 2.603 1.003  C127 1.090
142 H -2.635 3.752 2.041  C129 1.090
143 H -1.289 2.572 2.434  C129 1.090
144 H -2.644 2.907 3.577  C129 1.090
145 C 8.721 7.099 -0.319  O146 1.416, H154 1.090, H155 1.090, H156 1.090
146 O 7.319 6.904 -0.346  C145 1.416, C147 1.423
147 C 6.800 6.198 -1.468  O146 1.423, C148 1.505, H157 1.090, H158 1.090
148 C 5.323 5.981 -1.276  C147 1.505, N149 1.446, H159 1.090, H160 1.090
149 N 4.815 5.175 -2.364  C148 1.446, C150 1.464, H161 1.010
150 C 3.511 4.607 -2.017  N149 1.464, C151 1.500, H162 1.090, H163 1.090
151 C 2.866 3.877 -3.158  C150 1.500, O152 1.435, H164 1.090, H165 1.090
152 O 3.689 2.825 -3.681  C151 1.435, C153 1.435
153 C 3.206 2.234 -4.897  O152 1.435, H166 1.090, H167 1.090, H168 1.090
154 H 9.305 6.295 -0.768  C145 1.090
155 H 9.009 7.294 0.714  C145 1.090
156 H 8.847 8.016 -0.895  C145 1.090
157 H 7.276 5.222 -1.555  C147 1.090
158 H 6.982 6.691 -2.423  C147 1.090
159 H 4.786 6.929 -1.282  C148 1.090
160 H 5.045 5.470 -0.355  C148 1.090
161 H 5.456 4.426 -2.584  N149 1.010
162 H 2.839 5.415 -1.726  C150 1.090
163 H 3.613 3.977 -1.133  C150 1.090
164 H 2.744 4.620 -3.946  C151 1.090
165 H 1.837 3.533 -3.052  C151 1.090
166 H 2.979 2.963 -5.675  C153 1.090
167 H 2.351 1.591 -4.688  C153 1.090
168 H 3.965 1.590 -5.341  C153 1.090
169 C 3.029 -1.765 2.795  O170 1.426, H178 1.090, H179 1.090, H180 1.090
170 O 2.907 -2.996 2.087  C169 1.426, C171 1.442
171 C 2.910 -2.866 0.651  O170 1.442, C172 1.546, H181 1.090, H182 1.090
172 C 2.754 -4.290 0.069  C171 1.546, N173 1.443, H183 1.090, H184 1.090
173 N 1.430 -4.711 0.459  C172 1.443, C174 1.447, H185 1.010
174 C 1.190 -6.077 0.049  N173 1.447, C175 1.520, H186 1.090, H187 1.090
175 C 0.005 -6.704 0.765  C174 1.520, O176 1.425, H188 1.090, H189 1.090
176 O 0.352 -6.851 2.140  C175 1.425, C177 1.404
177 C -0.694 -7.264 2.979  O176 1.404, H190 1.090, H191 1.090, H192 1.090
178 H 3.059 -1.920 3.873  C169 1.090
179 H 2.233 -1.053 2.577  C169 1.090
180 H 3.980 -1.290 2.553  C169 1.090
181 H 3.820 -2.440 0.227  C171 1.090
182 H 2.114 -2.175 0.374  C171 1.090
183 H 3.530 -4.936 0.479  C172 1.090
184 H 2.765 -4.176 -1.015  C172 1.090
185 H 1.366 -4.770 1.465  N173 1.010
186 H 2.038 -6.700 0.333  C174 1.090
187 H 1.101 -6.258 -1.022  C174 1.090
188 H -0.282 -7.688 0.392  C175 1.090
189 H -0.846 -6.039 0.623  C175 1.090
190 H -0.920 -8.324 2.865  C177 1.090
191 H -1.616 -6.704 2.817  C177 1.090
192 H -0.413 -7.220 4.032  C177 1.090
193 C -7.275 -4.397 -1.147  C194 1.515, H197 1.090, H198 1.090, H199 1.090
194 C -7.239 -3.981 -2.604  C193 1.515, C195 1.586, O196 1.389, H200 1.090
195 C -8.352 -4.749 -3.434  C194 1.586, H201 1.090, H202 1.090, H203 1.090
196 O -7.548 -2.627 -2.621  C194 1.389, H204 0.960
197 H -6.795 -3.700 -0.460  C193 1.090
198 H -6.824 -5.375 -0.987  C193 1.090
199 H -8.310 -4.530 -0.833  C193 1.090
200 H -6.207 -4.148 -2.911  C194 1.090
201 H -7.971 -5.747 -3.651  C195 1.090
202 H -8.408 -4.359 -4.450  C195 1.090
203 H -9.348 -4.794 -2.993  C195 1.090
204 H -8.493 -2.558 -2.467  O196 0.960